1.
84
Properties=species:S:1:pos:R:3:forces:R:3:lowdin_charge:R:1 method="wB97M-V/def2-TZVPD" relative_energy_ev=0.000 total_charge=+2 s_squared=2.023 e_lumo_ev="-6.793 / -6.090" gap_ev="7.7 / 8.4" spin_multiplicity=3
V -0.080921 0.461092 -0.270360 -0.08 -0.33 0.75 0.932
O -3.305329 -4.521982 0.020533 -0.04 -0.05 -0.08 0.166
C -2.890944 -4.230138 1.243809 0.02 0.00 0.09 -0.480
O -3.235031 -4.837079 2.216112 0.01 0.01 -0.04 0.154
C -1.942208 -3.079124 1.404974 -0.02 0.04 -0.09 -0.014
C -1.377642 -2.739767 2.616650 0.03 0.04 0.02 0.054
N -0.602213 -1.662987 2.408386 0.21 0.06 0.06 0.062
N -0.608835 -1.271486 1.129243 -0.02 -0.05 -0.18 0.010
C -1.435349 -2.120612 0.519372 0.05 -0.10 0.04 -0.141
C -1.635795 -1.863013 -0.921285 0.17 -0.04 -0.06 -0.480
O -2.158810 -2.610663 -1.700021 -0.05 0.06 0.13 0.169
O -1.127548 -0.674843 -1.258093 -0.20 0.51 -0.46 -0.178
H -2.923260 -3.956051 -0.678333 0.00 0.01 0.06 0.084
H -1.490934 -3.201285 3.584037 0.00 -0.01 0.00 0.159
H -0.017873 -1.194383 3.083517 -0.02 -0.03 -0.03 0.167
O 3.855132 6.532262 -4.425177 0.02 -0.01 0.02 -0.026
C 3.409611 6.765793 -3.107095 -0.02 -0.04 -0.02 -0.220
N 2.165620 6.040248 -2.970652 0.03 0.02 0.05 0.116
C 2.023484 4.995980 -2.135557 0.01 0.01 -0.10 -0.428
O 2.846913 4.661368 -1.302048 0.02 0.00 0.07 0.067
C 0.757432 4.178279 -2.271043 -0.02 -0.03 -0.02 -0.070
C -0.260432 4.331639 -3.201686 0.02 0.05 0.02 0.039
C -1.298934 3.410918 -3.232208 -0.05 -0.01 -0.04 0.000
C -1.282836 2.345099 -2.358085 0.09 -0.01 0.04 -0.083
N -0.299721 2.193894 -1.452358 0.04 -0.22 -0.04 -0.038
C 0.679101 3.102064 -1.409872 -0.03 -0.05 0.01 -0.064
H 4.467538 7.227965 -4.688035 -0.01 0.00 0.00 0.102
H 3.237021 7.828010 -2.923922 0.00 0.01 -0.04 0.137
H 4.097636 6.369479 -2.360866 -0.02 0.02 0.01 0.128
H 1.474588 6.219969 -3.679714 0.00 0.02 0.01 0.136
H -0.263221 5.142472 -3.918819 -0.01 0.01 0.00 0.129
H -2.102960 3.503402 -3.948117 0.00 0.00 0.01 0.129
H -2.043802 1.575638 -2.386383 0.00 0.00 0.01 0.126
H 1.482551 2.966624 -0.698660 -0.04 0.02 -0.01 0.096
C 2.157150 -2.999837 -0.623703 0.05 0.05 0.00 -0.065
C 2.466938 -1.979640 -1.725687 0.02 -0.02 -0.02 -0.648
C 1.491356 -2.184003 -2.895101 -0.05 0.05 0.06 -0.072
C 3.884781 -2.192240 -2.271581 -0.01 0.01 0.01 -0.060
P 2.276360 -0.230372 -1.065851 -0.13 0.02 0.08 1.151
C 2.651032 0.862312 -2.473641 0.01 -0.08 -0.03 -0.349
C 1.669004 0.960314 -3.467723 0.00 -0.03 0.01 -0.129
C 1.865374 1.757565 -4.581641 0.03 0.01 0.00 -0.055
C 3.042059 2.486711 -4.715290 -0.03 -0.02 0.00 -0.043
C 4.023709 2.391952 -3.742320 0.01 -0.01 0.01 -0.042
C 3.837234 1.576261 -2.634435 -0.03 0.04 0.00 -0.073
C 3.398374 0.144868 0.385109 0.02 0.00 0.01 -0.656
C 4.869218 -0.256745 0.228791 -0.01 -0.02 0.02 -0.056
C 3.277557 1.652936 0.649068 -0.04 -0.02 0.00 -0.089
C 2.833697 -0.570994 1.623918 0.06 0.00 -0.02 -0.097
H 2.039686 -3.982350 -1.082732 0.01 -0.01 0.01 0.103
H 1.234247 -2.770074 -0.087740 -0.02 -0.03 -0.01 0.063
H 2.969241 -3.079553 0.097870 0.00 0.01 0.01 0.077
H 1.524504 -3.238327 -3.173054 0.01 -0.01 0.01 0.105
H 1.789191 -1.611145 -3.771325 -0.01 0.01 0.01 0.083
H 0.457824 -1.941728 -2.646614 0.01 -0.01 -0.03 0.061
H 3.903164 -3.148054 -2.798834 0.00 -0.01 0.00 0.105
H 4.638122 -2.237124 -1.490534 0.00 0.00 -0.01 0.066
H 4.161527 -1.419333 -2.990081 0.01 0.00 -0.01 0.089
H 0.741162 0.406147 -3.375756 0.01 0.02 0.00 0.097
H 1.102078 1.807815 -5.347334 0.00 0.00 0.00 0.119
H 3.197183 3.119816 -5.578755 0.00 0.01 0.00 0.120
H 4.943798 2.951333 -3.843803 0.00 0.00 0.00 0.123
H 4.625586 1.520042 -1.900653 0.02 0.01 0.01 0.094
H 5.313051 0.062128 -0.710411 0.02 0.00 0.00 0.076
H 4.997352 -1.334254 0.313547 0.00 0.01 0.00 0.080
H 5.439436 0.199823 1.040843 0.00 0.01 0.00 0.103
H 3.624116 2.287111 -0.162874 0.01 0.01 -0.02 0.069
H 3.856110 1.902530 1.541290 0.00 -0.01 0.00 0.110
H 2.236997 1.920635 0.865453 0.00 0.01 0.00 0.038
H 2.982429 -1.646882 1.594415 -0.03 -0.02 -0.02 0.075
H 1.763407 -0.379708 1.742854 -0.01 0.03 0.02 0.026
H 3.350570 -0.192044 2.509081 0.01 -0.01 -0.01 0.103
C 0.885507 2.295904 3.192583 -0.02 0.01 0.00 0.024
C -0.463097 2.026132 2.624748 -0.07 0.04 -0.05 -0.339
N -0.779459 1.502734 1.444398 0.06 0.02 -0.22 -0.020
C -2.169170 1.514049 1.360042 0.00 -0.03 -0.03 -0.113
C -2.683586 2.034713 2.494749 0.04 0.03 0.02 -0.028
N -1.595828 2.349039 3.273102 0.00 0.04 0.02 0.135
H 1.515338 1.408956 3.171795 0.01 0.00 -0.01 0.066
H 0.796472 2.625306 4.226150 0.00 -0.01 0.00 0.099
H 1.388469 3.084503 2.632966 0.00 0.01 0.00 0.097
H -2.700056 1.137859 0.498980 -0.01 0.00 0.00 0.118
H -3.696900 2.209314 2.808524 -0.01 0.00 0.01 0.137
H -1.629141 2.791785 4.178959 -0.01 -0.01 0.00 0.180

***

2.
84
Properties=species:S:1:pos:R:3:forces:R:3:lowdin_charge:R:1 method="wB97M-V/def2-TZVPD" total_charge=+1 s_squared=2.015 e_lumo_ev="-2.111 / -2.146" gap_ev="6.6 / 5.8" spin_multiplicity=3
Mo 0.088690 -0.369331 0.440377 0.00 -1.28 0.43 1.347
C -1.334586 -3.018718 2.738317 -0.08 0.01 -0.11 -0.180
C -1.786832 -3.074971 1.284766 0.02 -0.05 0.28 -0.151
O -1.954361 -1.790038 0.709531 0.58 -0.04 -0.05 -0.221
C -3.069866 -1.014080 1.089521 -0.17 0.22 -0.10 -0.160
C -2.840573 -0.144541 2.310125 -0.15 -0.26 -0.09 -0.169
O -1.591593 0.524342 2.218294 0.30 -0.09 -0.10 -0.223
C -1.333667 1.235480 3.422216 0.19 0.11 0.31 -0.151
C 0.161427 1.468518 3.624000 -0.19 0.03 0.54 -0.179
O 0.958937 0.383983 3.204101 -0.03 0.01 -0.08 -0.152
C 1.137742 -0.662313 4.141157 -0.09 -0.26 -0.08 -0.154
C 0.006361 -1.684839 4.158460 0.06 0.16 0.01 -0.166
O -0.261539 -2.109857 2.836733 0.08 0.00 -0.01 -0.176
H -1.030025 -4.021487 3.065345 -0.04 -0.01 -0.02 0.137
H -2.164525 -2.702813 3.381473 0.03 -0.01 0.05 0.121
H -2.716392 -3.650614 1.220885 0.01 -0.01 -0.04 0.137
H -1.022960 -3.554993 0.674399 -0.04 0.01 0.01 0.114
H -3.948630 -1.644085 1.263324 0.02 -0.01 -0.01 0.144
H -3.270405 -0.365528 0.237860 -0.08 -0.09 -0.04 0.114
H -2.866286 -0.741560 3.227500 0.08 0.07 0.01 0.114
H -3.661827 0.580631 2.368525 0.03 0.02 0.01 0.146
H -1.733154 0.662782 4.264982 -0.04 0.01 -0.06 0.117
H -1.853463 2.200007 3.407719 -0.02 0.01 0.00 0.143
H 0.333418 1.678030 4.684910 -0.04 0.02 0.04 0.142
H 0.493371 2.334443 3.054991 -0.19 -0.19 0.99 0.078
H 1.262213 -0.262131 5.154137 0.03 0.00 -0.04 0.138
H 2.053314 -1.154609 3.830460 0.11 -0.08 0.01 0.112
H -0.902112 -1.259423 4.604231 -0.02 -0.07 -0.02 0.117
H 0.312638 -2.532918 4.786268 0.00 0.03 0.01 0.139
C 4.264789 -2.623075 -0.635247 -0.13 0.22 0.06 -0.197
As 2.842732 -1.345937 -0.972518 0.84 -0.02 -0.52 1.075
C 3.059737 -1.101284 -2.883874 -0.04 0.04 0.19 -0.191
C 2.984356 0.348232 -0.074686 -0.13 0.00 -0.20 -0.281
O 1.257444 -1.895947 -0.799499 -0.72 0.27 0.54 -0.609
H 5.084528 -2.361143 -1.303850 -0.03 0.00 -0.03 0.044
H 3.930067 -3.633508 -0.858299 -0.06 -0.01 0.01 0.039
H 4.599080 -2.554410 0.394074 -0.03 -0.04 0.03 0.020
H 4.015870 -0.634494 -3.115898 0.01 0.00 0.02 0.046
H 2.246648 -0.505401 -3.290582 0.00 0.04 0.05 0.026
H 3.023675 -2.096205 -3.326765 0.02 0.00 -0.02 0.044
H 3.842397 0.919174 -0.448398 0.09 -0.12 -0.03 0.087
H 3.088723 0.180100 0.997610 0.08 -0.02 -0.02 0.068
H 1.525157 0.811831 -1.549684 -0.16 0.02 0.03 0.052
N 1.643436 -4.170944 0.873659 -0.28 0.32 -0.24 0.177
C 2.348892 -3.521645 1.811278 0.13 0.11 0.26 -0.688
O 2.562925 -2.312132 1.758787 0.04 -0.21 0.21 -0.043
C 2.887122 -4.360371 2.949834 0.09 -0.10 -0.12 -0.544
I 4.583566 -5.502371 2.284030 -0.17 0.12 0.07 0.825
H 1.299263 -3.588482 0.105626 0.04 -0.08 0.01 0.066
H 1.481864 -5.161130 0.898179 0.12 -0.05 0.04 0.113
H 2.157607 -5.082505 3.307182 0.02 -0.01 0.02 0.047
H 3.236985 -3.728844 3.757746 -0.02 0.04 -0.04 0.049
N -4.028735 2.297024 -9.087762 0.02 -0.02 0.05 0.174
C -3.705512 2.139079 -7.996562 -0.07 0.03 -0.30 -0.178
C -3.309613 1.952295 -6.635353 0.06 0.01 0.35 -0.225
C -3.832798 2.777064 -5.640649 0.04 -0.09 -0.15 -0.007
C -3.456384 2.606317 -4.323888 0.05 -0.03 0.20 0.003
C -2.547481 1.610088 -3.974013 -0.09 0.02 -0.46 -0.165
C -2.027827 0.785643 -4.970156 0.07 -0.04 0.21 0.000
C -2.403491 0.953366 -6.287616 -0.08 0.07 -0.08 -0.008
N -2.148247 1.439894 -2.629315 -0.01 0.04 0.19 0.002
C -2.517604 2.222693 -1.554886 0.00 -0.04 0.08 -0.011
C -1.896113 1.714983 -0.466047 -0.12 0.29 -0.14 -0.101
N -1.132430 0.621109 -0.840190 -0.69 0.64 -0.75 -0.126
C -1.301069 0.490032 -2.140811 0.04 -0.14 0.08 -0.093
H -4.536617 3.552824 -5.907457 0.00 0.01 0.02 0.129
H -3.881093 3.259645 -3.576609 0.01 0.00 0.01 0.107
H -1.321776 0.006161 -4.722085 0.00 0.01 -0.05 0.105
H -1.993573 0.311088 -7.054323 0.00 -0.01 0.00 0.128
H -3.175840 3.066620 -1.632928 0.02 0.01 -0.06 0.120
H -1.930316 2.065662 0.550381 0.05 0.00 -0.12 0.110
H -0.834885 -0.280900 -2.727523 0.01 0.04 -0.01 0.132
C 1.605053 0.924476 -0.454618 0.20 0.24 0.31 -0.431
C 1.503952 2.407591 -0.206030 0.07 -0.04 -0.02 -0.258
C 0.973216 2.884708 0.990044 0.16 -0.12 -0.50 -0.078
C 0.851031 4.243245 1.239889 0.01 -0.11 0.05 -0.075
C 1.256084 5.157611 0.278472 -0.03 0.11 -0.01 -0.092
C 1.780080 4.702846 -0.923127 0.02 0.01 -0.02 -0.081
C 1.909066 3.341235 -1.159309 -0.06 0.00 0.02 -0.043
H 0.657873 2.137520 1.707704 0.26 0.31 -1.10 0.041
H 0.442264 4.593952 2.180932 -0.02 0.02 0.03 0.104
H 1.159253 6.220020 0.460739 0.00 -0.01 0.00 0.103
H 2.090901 5.413440 -1.678738 0.00 0.00 0.01 0.104
H 2.320451 2.993786 -2.101511 0.01 0.01 0.00 0.111